(1)
{"formula": "C3H15NO4", "method": "wB97M-V/def2-TZVPD", "elements": ["N", "C", "C", "C", "H", "H", "H", "H", "H", "H", "H", "H", "H", "O", "H", "H", "O", "H", "H", "O", "H", "H", "O"], "positions_angstrom": [[-0.234, 0.230, -1.499], [2.661, -0.753, 0.827], [2.125, 1.426, -0.162], [1.901, 0.386, 0.696], [0.039, 0.133, -2.471], [-1.209, 0.533, -1.493], [3.563, -0.986, 0.280], [2.427, -1.348, 1.701], [1.860, 2.433, 0.140], [2.872, 1.312, -0.945], [1.136, 0.456, 1.458], [-3.067, -0.823, 0.000], [-3.266, 1.583, -1.027], [-2.798, 0.912, -0.471], [-1.756, 1.160, 0.838], [-1.472, 1.412, 2.312], [-1.027, 1.296, 1.463], [1.046, -2.490, -0.441], [-0.015, -1.434, -0.495], [0.165, -2.307, -0.087], [-2.386, -2.262, -0.028], [0.434, 0.810, -1.028], [-2.997, -1.678, 0.432]], "nbo_charge": [-1.053, 0.058, -0.020, -0.363, 0.385, 0.391, 0.221, 0.244, 0.256, 0.226, 0.295, 0.460, 0.465, -0.440, 0.481, 0.489, -0.987, 0.451, 0.491, -0.932, 0.484, 0.340, -0.943], "gap_ev": [5.94, 5.92], "multiplicity": 2, "charge": 1, "lumo_energy_ev": [-7.6, -7.6]}

***

(2)
{"formula": "C5H10ClN4", "method": "wB97M-V/def2-TZVPD", "elements": ["C", "C", "C", "C", "C", "N", "N", "N", "N", "Cl", "H", "H", "H", "H", "H", "H", "H", "H", "H", "H"], "positions_angstrom": [[-2.165, 1.573, -0.660], [-2.561, 0.386, -1.318], [-1.102, 1.219, 0.236], [2.430, 0.465, 1.346], [0.402, -0.829, 0.520], [-1.806, -0.611, -0.837], [-0.890, -0.090, 0.009], [1.321, 0.233, 0.346], [0.457, -1.989, -0.289], [1.807, 0.446, -1.408], [-2.685, 2.547, -0.746], [-3.409, 0.112, -2.034], [-0.465, 1.618, 1.016], [2.824, 1.458, 1.288], [1.921, 0.475, 2.250], [3.280, -0.198, 1.081], [0.271, -1.128, 1.658], [1.286, -2.532, 0.053], [0.737, -1.645, -1.267], [-1.654, -1.510, -1.246]], "nbo_charge": [-0.302, 0.032, 0.068, -0.415, 0.260, -0.294, -0.148, -0.431, -0.855, 0.093, 0.275, 0.274, 0.272, 0.232, 0.222, 0.216, 0.258, 0.403, 0.385, 0.458], "gap_ev": 10.00, "smiles": "CN(Cl)[C@H](N)[n+]1ccc[nH]1", "multiplicity": 1, "charge": 1, "lumo_energy_ev": -3.4}

***

(3)
{"formula": "C36H66BF4N12", "method": "wB97M-V/def2-TZVPD", "elements": ["C", "C", "N", "C", "C", "N", "C", "C", "H", "H", "H", "H", "H", "H", "H", "H", "H", "H", "H", "C", "C", "N", "C", "C", "N", "C", "C", "H", "H", "H", "H", "H", "H", "H", "H", "H", "H", "H", "C", "C", "N", "C", "C", "N", "C", "C", "H", "H", "H", "H", "H", "H", "H", "H", "H", "H", "H", "C", "C", "N", "C", "C", "N", "C", "C", "H", "H", "H", "H", "H", "H", "H", "H", "H", "H", "H", "C", "C", "N", "C", "C", "N", "C", "C", "H", "H", "H", "H", "H", "H", "H", "H", "H", "H", "H", "C", "C", "N", "C", "C", "N", "C", "C", "H", "H", "H", "H", "H", "H", "H", "H", "H", "H", "H", "B", "F", "F", "F", "F"], "positions_angstrom": [[5.784, -0.183, -5.086], [4.348, -0.623, -4.582], [3.754, 0.424, -3.681], [3.680, 1.817, -3.913], [3.125, 2.418, -2.808], [2.872, 1.440, -1.943], [3.291, 0.204, -2.438], [2.345, 1.580, -0.620], [6.180, -0.830, -5.869], [6.524, -0.249, -4.289], [5.853, 0.837, -5.465], [4.371, -1.571, -4.045], [3.761, -0.643, -5.501], [3.953, 2.112, -4.916], [2.786, 3.427, -2.630], [3.258, -0.725, -1.887], [2.642, 0.718, -0.021], [1.278, 1.798, -0.666], [2.720, 2.411, -0.023], [-1.731, 4.342, -0.845], [-2.489, 3.799, 0.444], [-1.435, 3.597, 1.461], [-0.639, 2.484, 1.638], [0.364, 2.738, 2.530], [0.127, 3.996, 3.044], [-1.015, 4.511, 2.371], [0.639, 4.567, 4.295], [-2.542, 4.760, -1.442], [-1.375, 3.505, -1.445], [-1.003, 5.144, -0.723], [-2.899, 2.817, 0.208], [-3.369, 4.372, 0.737], [-0.773, 1.553, 1.108], [1.086, 2.104, 3.023], [-1.449, 5.478, 2.577], [1.333, 3.838, 4.713], [-0.197, 4.766, 4.965], [1.276, 5.438, 4.136], [-4.473, 3.792, 4.677], [-3.274, 3.967, 5.612], [-2.359, 2.800, 5.602], [-1.478, 2.332, 6.637], [-0.983, 1.040, 6.317], [-1.470, 0.686, 5.080], [-2.227, 1.787, 4.651], [-1.284, -0.625, 4.365], [-4.935, 2.805, 4.633], [-4.220, 3.993, 3.636], [-5.301, 4.441, 4.961], [-3.774, 4.036, 6.578], [-2.754, 4.888, 5.348], [-1.375, 2.907, 7.545], [-0.287, 0.445, 6.890], [-2.993, 1.631, 3.905], [-2.072, -0.723, 3.618], [-1.223, -1.534, 4.964], [-0.304, -0.659, 3.889], [-7.296, -1.178, -4.145], [-6.123, -1.906, -3.577], [-5.261, -1.071, -2.721], [-5.538, -0.621, -1.418], [-4.510, 0.381, -1.201], [-3.753, 0.450, -2.325], [-4.175, -0.454, -3.265], [-2.782, 1.474, -2.627], [-7.952, -0.995, -3.294], [-7.908, -1.703, -4.878], [-7.052, -0.219, -4.603], [-5.558, -2.406, -4.363], [-6.340, -2.702, -2.865], [-6.357, -0.955, -0.798], [-4.407, 1.080, -0.385], [-3.989, -0.430, -4.329], [-3.254, 2.406, -2.316], [-2.452, 1.568, -3.662], [-1.994, 1.292, -1.896], [0.076, 0.550, -4.203], [-0.415, -0.870, -4.451], [0.385, -1.845, -3.694], [1.574, -2.436, -4.090], [1.846, -3.447, -3.228], [1.020, -3.320, -2.156], [0.085, -2.335, -2.447], [1.008, -4.145, -1.039], [-0.048, 0.658, -3.125], [-0.440, 1.360, -4.718], [1.102, 0.636, -4.559], [-0.331, -1.143, -5.503], [-1.475, -1.038, -4.257], [1.861, -2.153, -5.092], [2.561, -4.256, -3.227], [-0.730, -2.054, -1.796], [-0.030, -4.185, -0.709], [1.609, -3.596, -0.315], [1.453, -5.115, -1.260], [5.284, -6.603, 2.072], [3.793, -6.145, 2.226], [3.571, -4.663, 2.434], [2.629, -4.079, 3.249], [2.521, -2.742, 2.938], [3.557, -2.459, 2.110], [4.140, -3.602, 1.737], [3.943, -1.176, 1.632], [5.863, -6.290, 2.941], [5.761, -6.342, 1.128], [5.226, -7.691, 2.030], [3.318, -6.614, 3.087], [3.161, -6.426, 1.383], [1.895, -4.684, 3.760], [1.930, -1.953, 3.378], [4.929, -3.681, 1.004], [4.990, -0.963, 1.848], [3.271, -0.361, 1.902], [3.918, -1.324, 0.553], [0.447, -0.698, 0.366], [-0.370, -1.770, 0.719], [0.855, -0.148, 1.531], [1.515, -1.229, -0.380], [-0.206, 0.186, -0.427]], "lowdin_charge": [-0.035, -0.127, -0.034, 0.031, -0.004, -0.083, 0.018, -0.008, 0.094, 0.084, 0.078, 0.115, 0.116, 0.143, 0.154, 0.142, 0.070, 0.088, 0.116, -0.030, -0.110, -0.041, -0.036, -0.013, -0.064, 0.051, 0.028, 0.086, 0.047, 0.093, 0.091, 0.135, 0.112, 0.139, 0.173, 0.105, 0.090, 0.116, -0.070, -0.139, -0.012, 0.043, 0.009, -0.063, -0.018, 0.042, 0.086, 0.058, 0.104, 0.145, 0.122, 0.141, 0.144, 0.141, 0.103, 0.112, 0.070, -0.046, -0.182, -0.055, 0.091, 0.010, -0.114, 0.017, -0.003, 0.088, 0.107, 0.091, 0.134, 0.137, 0.145, 0.119, 0.171, 0.099, 0.106, 0.077, -0.051, -0.143, -0.025, -0.012, 0.009, -0.108, 0.052, 0.002, 0.058, 0.091, 0.071, 0.140, 0.109, 0.141, 0.154, 0.159, 0.123, 0.090, 0.122, -0.038, -0.120, -0.012, 0.006, -0.006, -0.103, 0.018, 0.008, 0.091, 0.076, 0.093, 0.129, 0.120, 0.144, 0.128, 0.170, 0.123, 0.096, 0.085, -1.466, 0.131, 0.161, 0.096, 0.141], "gap_ev": 9.68, "multiplicity": 1, "charge": 5, "lumo_energy_ev": -10.6}

***

(4)
{"formula": "C50H72CsI2N14O4P2Si2", "method": "wB97M-V/def2-TZVPD", "elements": ["Cs", "N", "C", "N", "C", "N", "N", "C", "C", "C", "C", "C", "C", "N", "C", "C", "C", "C", "C", "C", "H", "H", "H", "H", "H", "H", "H", "H", "H", "H", "H", "I", "C", "C", "C", "I", "C", "O", "C", "C", "N", "C", "C", "C", "C", "C", "C", "N", "C", "H", "H", "H", "H", "H", "H", "H", "H", "H", "H", "H", "C", "N", "C", "P", "O", "O", "P", "O", "N", "C", "C", "N", "C", "C", "N", "C", "C", "H", "H", "H", "H", "H", "H", "H", "H", "H", "H", "H", "H", "H", "H", "H", "H", "H", "H", "H", "H", "H", "H", "H", "H", "C", "Si", "C", "C", "C", "C", "C", "C", "C", "C", "N", "Si", "C", "C", "C", "H", "H", "H", "H", "H", "H", "H", "H", "H", "H", "H", "H", "H", "H", "H", "H", "H", "H", "H", "H", "H", "H", "N", "C", "C", "N", "C", "H", "H", "H", "H"], "positions_angstrom": [[-0.088, 0.348, 0.593], [2.782, 1.443, -3.320], [1.846, 1.449, -2.342], [2.048, 1.847, -1.135], [3.307, 2.347, -0.776], [3.571, 2.805, 0.383], [2.654, 2.642, 1.387], [2.164, 3.657, 1.953], [1.253, 3.507, 3.123], [0.794, 4.637, 3.780], [-0.106, 4.486, 4.825], [-0.502, 3.214, 5.186], [0.045, 2.140, 4.494], [0.905, 2.274, 3.488], [4.374, 2.375, -1.806], [5.658, 2.848, -1.555], [6.611, 2.872, -2.555], [6.285, 2.419, -3.835], [5.020, 1.942, -4.102], [4.065, 1.921, -3.086], [2.511, 1.164, -4.248], [0.850, 1.109, -2.636], [2.363, 4.668, 1.591], [1.107, 5.620, 3.449], [-0.514, 5.353, 5.330], [-1.237, 3.055, 5.966], [-0.211, 1.119, 4.760], [5.883, 3.196, -0.555], [7.605, 3.248, -2.348], [7.022, 2.447, -4.628], [4.759, 1.587, -5.094], [-4.624, 5.045, 5.742], [-3.769, 4.138, 4.056], [-2.885, 4.856, 3.265], [-2.249, 4.206, 2.221], [-1.029, 5.332, 0.942], [-2.399, 2.809, 1.934], [-1.672, 2.168, 1.110], [-3.486, 2.191, 2.652], [-4.036, 0.887, 2.114], [-3.212, -0.318, 2.234], [-2.932, -0.701, 3.608], [-2.208, -2.019, 3.588], [-2.832, -3.214, 3.937], [-2.121, -4.397, 3.844], [-0.809, -4.357, 3.399], [-0.265, -3.124, 3.068], [-0.942, -1.977, 3.162], [-4.104, 2.829, 3.715], [-2.697, 5.904, 3.455], [-4.225, 1.022, 1.049], [-4.997, 0.683, 2.593], [-2.338, -0.141, 1.760], [-3.883, -0.805, 4.135], [-2.323, 0.035, 4.149], [-3.863, -3.208, 4.269], [-2.586, -5.339, 4.112], [-0.214, -5.258, 3.315], [0.758, -3.049, 2.717], [-4.886, 2.309, 4.259], [3.374, -4.660, 1.760], [2.977, -3.270, 1.931], [3.480, -2.646, 3.157], [2.689, -2.272, 0.650], [2.040, -1.001, 1.008], [1.819, -3.271, -0.257], [0.512, -2.945, -1.191], [-0.005, -1.584, -0.956], [1.179, -3.321, -2.667], [2.150, -2.332, -3.158], [0.286, -3.767, -3.749], [-0.536, -4.127, -0.837], [-0.114, -5.515, -0.745], [-1.875, -3.814, -0.331], [4.024, -2.015, -0.286], [4.762, -0.758, -0.158], [4.793, -3.122, -0.828], [2.949, -5.257, 2.572], [4.463, -4.783, 1.790], [2.998, -5.059, 0.820], [3.213, -3.274, 4.009], [3.017, -1.679, 3.318], [4.572, -2.528, 3.149], [2.771, -1.954, -2.345], [1.642, -1.486, -3.635], [2.800, -2.807, -3.897], [-0.477, -4.437, -3.361], [0.885, -4.308, -4.484], [-0.210, -2.933, -4.248], [0.874, -5.646, -1.185], [-0.818, -6.155, -1.283], [-0.080, -5.843, 0.299], [-2.074, -2.749, -0.424], [-1.964, -4.096, 0.721], [-2.625, -4.352, -0.912], [4.162, -0.020, 0.374], [4.998, -0.360, -1.150], [5.705, -0.904, 0.382], [4.162, -4.000, -0.963], [5.640, -3.388, -0.185], [5.188, -2.844, -1.809], [-3.033, -2.324, -3.168], [-2.793, -0.783, -4.247], [-3.605, -1.264, -5.892], [-0.929, -0.688, -4.622], [-3.309, 0.714, -3.461], [-2.346, 1.827, -3.427], [-2.177, 2.721, -4.516], [-1.331, 3.808, -4.423], [-0.629, 4.028, -3.239], [-0.799, 3.101, -2.225], [-1.597, 2.031, -2.309], [-4.768, 0.975, -2.442], [-5.160, -0.350, -1.150], [-6.347, 1.056, -3.487], [-4.665, 2.631, -1.560], [-2.890, -3.266, -3.718], [-4.045, -2.328, -2.748], [-2.334, -2.290, -2.325], [-3.269, -2.245, -6.258], [-3.377, -0.514, -6.659], [-4.697, -1.298, -5.781], [-0.566, -1.533, -5.222], [-0.378, -0.665, -3.669], [-0.700, 0.240, -5.160], [-2.763, 2.546, -5.410], [-1.238, 4.504, -5.251], [0.019, 4.887, -3.107], [-0.250, 3.204, -1.292], [-5.417, -1.302, -1.630], [-6.016, -0.054, -0.527], [-4.303, -0.522, -0.488], [-6.494, 0.117, -4.038], [-6.249, 1.861, -4.225], [-7.249, 1.245, -2.887], [-3.780, 2.678, -0.914], [-5.559, 2.827, -0.954], [-4.568, 3.442, -2.294], [3.648, 2.063, 4.678], [3.439, 1.947, 6.031], [3.095, 0.643, 6.225], [3.068, -0.034, 5.020], [3.387, 0.859, 4.112], [3.816, 2.910, 4.165], [3.554, 2.774, 6.711], [2.857, 0.149, 7.153], [3.412, 0.706, 3.040]], "lowdin_charge": [1.348, 0.128, -0.164, 0.101, -0.305, 0.077, 0.040, -0.125, -0.324, -0.092, -0.074, -0.052, -0.115, 0.126, -0.101, -0.025, -0.085, -0.089, -0.024, -0.189, 0.151, 0.116, 0.113, 0.094, 0.111, 0.108, 0.107, 0.110, 0.099, 0.101, 0.112, 0.754, -0.770, -0.279, -0.602, 0.987, -0.489, -0.470, -0.145, -0.162, -0.032, -0.173, -0.262, -0.021, -0.081, -0.084, -0.124, 0.130, -0.135, 0.075, 0.095, 0.118, -0.013, 0.119, 0.111, 0.110, 0.103, 0.095, 0.082, 0.093, -0.106, -0.305, -0.096, 0.453, -0.516, -0.269, 0.483, -0.560, -0.264, -0.093, -0.087, -0.285, -0.094, -0.070, -0.296, -0.074, -0.108, 0.084, 0.082, 0.067, 0.088, 0.038, 0.089, 0.060, 0.063, 0.088, 0.073, 0.087, 0.038, 0.078, 0.086, 0.081, 0.067, 0.075, 0.090, 0.064, 0.083, 0.088, 0.075, 0.084, 0.086, -0.177, 0.394, -0.203, -0.183, -0.347, -0.410, -0.052, -0.100, -0.100, -0.219, 0.110, 0.401, -0.191, -0.204, -0.172, 0.026, 0.011, -0.005, 0.011, 0.015, 0.014, 0.012, 0.005, 0.028, 0.101, 0.091, 0.089, 0.045, 0.006, 0.026, 0.013, 0.011, 0.017, 0.016, 0.014, 0.029, 0.033, 0.053, -0.118, -0.169, 0.053, -0.224, 0.133, 0.100, 0.086, 0.101], "gap_ev": 4.48, "multiplicity": 1, "charge": -1, "lumo_energy_ev": 1.4}

***

DFT total energy in Ha, matching the order above: -478.53901, -875.40100, -2491.12935, -4893.53562
M in Da, matching the order above: 129.2, 161.6, 753.8, 1438.1
Energy above the lowest of the compared OMol25 structures with the same formula, charge and spin in kJ/mol, matching the order above: 500.3, 317.3, 373.1, 184.6